Computed, not measured: a 3-piece molecular cluster, C4H6F3N2O3P overall, with ωB97M-V with the def2-TZVPD basis set.

As for the total charge: -2. As for the frontier orbital gap: 7.1 eV. Its energy relative to the best compared isomer or geometry (same formula, charge and spin) is 57.2 kcal per mole.

Each atom is followed by the atoms it is bonded to, with distances in Å.
Geometry (Å):
1 C 1.37 0.00 0.65  C2 1.526, C3 1.479, H14 1.073, H15 1.121
2 C 0.42 1.17 0.37  C1 1.526, C3 1.472, H16 0.982, H17 1.043
3 C 0.70 0.16 -0.66  C1 1.479, C2 1.472, O9 1.543, P13 1.802
4 C -1.86 -0.87 1.51  N6 1.298, F10 1.275, F11 1.377
5 N -1.06 -2.13 -0.28  N6 1.414, H18 0.957, H19 1.047
6 N -0.99 -1.00 0.56  C4 1.298, N5 1.414
7 O 1.18 -1.95 -2.39  P13 1.522
8 O -0.74 -0.27 -3.18  P13 1.514
9 O 1.51 0.64 -1.88  C3 1.543, P13 1.754
10 F -2.47 -1.73 2.22  C4 1.275
11 F -1.64 0.22 2.33  C4 1.377
12 F -3.48 -0.22 0.88  no bonds
13 P 0.38 -0.66 -2.24  C3 1.802, O7 1.522, O8 1.514, O9 1.754
14 H 2.35 0.41 0.80  C1 1.073
15 H 1.21 -0.87 1.33  C1 1.121
16 H -0.40 1.06 0.89  C2 0.982
17 H 0.77 2.15 0.28  C2 1.043
18 H -1.87 -2.28 -0.77  N5 0.957
19 H -0.26 -1.84 -0.89  N5 1.047

---

Computed, not measured: one molecule with the formula C4H8, with ωB97M-V with the def2-TZVPD basis set.

As for the frontier orbital gap: 10.3 eV. Its energy relative to the best compared isomer or geometry (same formula, charge and spin) is 27.1 kcal per mole.

Each atom is followed by the atoms it is bonded to, with distances in Å.
Geometry (Å):
1 C 0.41 1.36 0.03  C2 1.302, H5 1.102, H6 1.028
2 C 0.00 0.13 -0.07  C1 1.302, C3 1.505, C4 1.502
3 C 1.04 -0.96 0.00  C2 1.505, H7 1.121, H8 1.121, H9 1.113
4 C -1.42 -0.35 -0.02  C2 1.502, H10 1.118, H11 1.249, H12 1.233
5 H 1.47 1.65 0.07  C1 1.102
6 H -0.15 2.22 -0.05  C1 1.028
7 H 1.48 -1.05 1.02  C3 1.121
8 H 0.50 -1.93 -0.11  C3 1.121
9 H 1.81 -0.75 -0.79  C3 1.113
10 H -1.41 -1.37 -0.47  C4 1.118
11 H -1.76 -0.35 1.18  C4 1.249
12 H -2.17 0.51 -0.48  C4 1.233